[1]
Computed, not measured: a cluster of 14 separate species, H29O14 in total in a non-equilibrium geometry, with wB97M-V/def2-TZVPD.

Each atom is followed by the atoms it is bonded to, with distances in Å.
Atoms and positions in Å:
1 O 1.30 -4.11 1.59  H26 0.896, H42 1.025
2 H -2.03 -1.30 -4.94  O27 0.996
3 O 1.89 -0.96 3.99  H4 1.022, H37 0.939
4 H 2.91 -0.87 4.11  O3 1.022
5 H 4.53 1.85 -0.78  O39 0.971
6 O -1.60 1.07 0.08  H8 1.035, H29 0.935
7 H -1.53 2.90 2.46  O30 0.995
8 H -0.74 1.08 0.67  O6 1.035
9 O -1.38 0.56 -2.28  H10 1.178, H11 1.005, H23 1.153
10 H -1.58 1.09 -1.24  O9 1.178
11 H -2.25 0.09 -2.48  O9 1.005
12 O 0.46 0.63 1.87  H13 0.848, H14 0.928
13 H 0.62 0.12 2.52  O12 0.848
14 H 0.17 1.43 2.24  O12 0.928
15 O 0.62 -1.07 -1.64  H17 0.992, H31 1.104
16 H 4.02 0.80 -1.60  O39 1.016
17 H 0.03 -1.75 -1.23  O15 0.992
18 O -1.40 -2.89 -2.86  H19 0.903, H20 0.936
19 H -2.12 -3.43 -2.89  O18 0.903
20 H -1.92 -2.12 -2.95  O18 0.936
21 O 1.07 1.45 -1.14  H22 1.051, H41 0.929
22 H 1.88 1.48 -1.81  O21 1.051
23 H -0.64 -0.30 -2.12  O9 1.153
24 O 2.58 -2.00 0.43  H25 0.976, H34 1.029
25 H 2.60 -2.11 1.40  O24 0.976
26 H 1.81 -4.74 1.21  O1 0.896
27 O -2.44 -0.43 -4.68  H2 0.996, H40 0.948
28 H -3.13 -1.47 1.21  O36 0.915
29 H -2.20 1.65 0.51  O6 0.935
30 O -1.74 3.43 3.28  H7 0.995, H43 0.883
31 H 1.31 -0.70 -0.86  O15 1.104
32 H -0.36 4.81 0.41  O33 0.978
33 O -1.03 4.48 1.03  H32 0.978, H35 1.033
34 H 1.83 -2.63 0.09  O24 1.029
35 H -1.78 5.00 0.54  O33 1.033
36 O -2.32 -1.17 0.93  H28 0.915, H38 0.952
37 H 1.51 -0.91 4.85  O3 0.939
38 H -1.66 -1.84 0.81  O36 0.952
39 O 3.73 1.74 -1.32  H5 0.971, H16 1.016
40 H -1.62 0.05 -4.55  O27 0.948
41 H 1.38 1.24 -0.29  O21 0.929
42 H 0.62 -4.36 2.31  O1 1.025
43 H -1.40 4.23 3.11  O30 0.883

Summary:
Net charge = +1
LUMO level = -2.7 eV
Multiplicity = 1
Energy = -29126.438 eV

[2]
Computed, not measured: a cluster of 15 separate species, H29O15 in total in a non-equilibrium geometry, with wB97M-V/def2-TZVPD.

Each atom is followed by the atoms it is bonded to, with distances in Å.
Atoms and positions in Å:
1 O -0.76 -1.55 2.60  H2 0.948, H24 0.969
2 H -0.11 -2.08 2.15  O1 0.948
3 H 2.86 0.00 -1.27  O7 0.969
4 O -1.72 0.53 0.18  H5 0.955
5 H -1.57 1.38 0.58  O4 0.955
6 H -2.29 -1.15 0.35  O42 0.954
7 O 2.60 -0.93 -1.36  H3 0.969, H27 0.964
8 H 0.41 0.73 1.95  O19 0.951
9 H -1.01 1.60 -3.73  O39 0.966
10 O 0.79 -1.58 -3.88  H12 0.952, H29 0.961
11 H 0.73 -5.16 0.03  O25 0.953
12 H 0.68 -1.24 -3.00  O10 0.952
13 O -3.24 0.52 -1.87  H14 0.956, H20 1.017
14 H -4.16 0.67 -1.66  O13 0.956
15 H -0.66 -2.23 -1.75  O36 0.966
16 O 2.23 1.67 -0.58  H18 0.981, H40 0.957
17 H 5.14 -0.40 0.33  O28 0.966
18 H 1.61 1.23 0.04  O16 0.981
19 O 0.65 0.48 1.06  H8 0.951, H21 1.034
20 H -2.69 0.63 -1.01  O13 1.017
21 H -0.24 0.40 0.54  O19 1.034
22 O -1.32 3.15 3.13  H23 0.964, H38 0.966
23 H -1.10 2.21 3.10  O22 0.964
24 H -1.40 -1.20 1.97  O1 0.969
25 O 0.66 -4.76 0.90  H11 0.953, H26 0.963
26 H 0.48 -3.82 0.77  O25 0.963
27 H 1.68 -0.99 -1.10  O7 0.964
28 O 5.11 0.38 -0.24  H17 0.966, H32 0.974
29 H 1.67 -1.95 -3.86  O10 0.961
30 O 0.06 4.89 -1.01  H31 0.943, H41 0.953
31 H -0.85 4.67 -0.93  O30 0.943
32 H 4.32 0.09 -0.73  O28 0.974
33 O -0.48 -0.71 5.56  H34 0.958, H35 0.969
34 H -0.47 -1.67 5.50  O33 0.958
35 H -0.54 -0.57 4.61  O33 0.969
36 O -0.25 -2.12 -0.88  H15 0.966, H37 0.961
37 H -0.75 -1.36 -0.56  O36 0.961
38 H -0.91 3.39 2.29  O22 0.966
39 O -1.74 2.03 -4.20  H9 0.966, H43 0.964
40 H 2.50 2.53 -0.26  O16 0.957
41 H 0.20 5.41 -1.79  O30 0.953
42 O -2.44 -2.04 0.66  H6 0.954, H44 0.958
43 H -2.04 1.24 -4.67  O39 0.964
44 H -3.23 -1.97 1.19  O42 0.958

Summary:
Net charge = -1
LUMO level = 2.6 eV
Multiplicity = 1
Energy = -31185.349 eV

[3]
Computed, not measured: a cluster of 15 separate species, H29O15 in total in a non-equilibrium geometry, with wB97M-V/def2-TZVPD.

Each atom is followed by the atoms it is bonded to, with distances in Å.
Atoms and positions in Å:
1 O -1.79 -2.08 1.56  H2 1.025, H24 1.008
2 H -1.34 -1.98 2.47  O1 1.025
3 H -2.01 2.61 4.79  O7 0.970
4 O -0.23 0.03 1.71  H5 1.057, H6 0.982
5 H 0.29 -0.87 1.53  O4 1.057
6 H -0.05 0.80 1.13  O4 0.982
7 O -1.69 2.52 3.88  H3 0.970, H27 0.963
8 H 2.06 -3.57 0.35  O19 0.939
9 H -0.39 -1.54 -0.92  O39 0.944
10 O 1.49 3.37 -2.22  H12 0.954, H29 0.938
11 H 3.53 -2.65 -0.21  O25 0.943
12 H 1.22 3.13 -3.11  O10 0.954
13 O 2.89 -2.55 3.29  H14 0.985, H20 0.947
14 H 2.04 -2.05 3.20  O13 0.985
15 H 3.58 -0.94 -2.50  O36 1.013
16 O -4.04 -0.26 -1.52  H18 0.951, H40 0.989
17 H 0.50 -0.66 -3.75  O28 0.967
18 H -4.38 -0.58 -2.35  O16 0.951
19 O 1.75 -2.84 0.86  H8 0.939
20 H 2.96 -2.88 2.41  O13 0.947
21 H 0.62 -2.16 0.32  O39 1.073
22 O 1.65 0.75 -0.31  H23 0.994, H38 1.067
23 H 2.50 0.25 -0.20  O22 0.994
24 H -1.14 -1.65 0.91  O1 1.008
25 O 4.15 -2.06 0.19  H11 0.943, H26 0.983
26 H 3.87 -1.76 1.08  O25 0.983
27 H -0.87 2.04 3.78  O7 0.963
28 O -0.07 -0.86 -4.50  H17 0.967, H32 0.954
29 H 1.17 2.67 -1.68  O10 0.938
30 O -2.11 4.89 0.96  H31 0.932, H41 0.966
31 H -1.39 4.62 1.49  O30 0.932
32 H -0.85 -0.39 -4.20  O28 0.954
33 O -0.36 1.98 -3.59  H34 0.935, H35 1.033
34 H -1.25 1.80 -3.36  O33 0.935
35 H -0.08 2.46 -2.72  O33 1.033
36 O 2.81 -0.33 -2.76  H15 1.013, H37 0.946
37 H 2.65 0.30 -2.07  O36 0.946
38 H 0.91 0.06 0.02  O22 1.067
39 O 0.15 -1.33 -0.17  H9 0.944, H21 1.073
40 H -4.54 0.59 -1.52  O16 0.989
41 H -2.87 4.33 1.17  O30 0.966
42 O -4.43 -1.20 2.52  H43 0.947, H44 0.950
43 H -3.98 -1.02 1.70  O42 0.947
44 H -3.86 -0.84 3.19  O42 0.950

Summary:
Net charge = -1
LUMO level = 2.0 eV
Multiplicity = 1
Energy = -31182.700 eV

Gap between HOMO and LUMO in eV, matching the order above: 11.06; 9.51; 8.05
ΔE to the lowest compared entry with this formula, charge and spin in kcal per mole, matching the order above: 142.6; 20.1; 81.2